Record 1
Below is 2 unconnected molecules or ions with the total composition C4H10O, with properties calculated with wB97M-V/def2-TZVPD.

XYZ file:
```
15
Properties=species:S:1:pos:R:3:forces:R:3
C 1.5464 1.4755 0.5436 0.37 -0.21 0.10
C 0.1798 -2.0129 -0.6386 -0.07 0.07 -0.02
C -0.5900 -0.9334 -0.7446 0.07 -0.13 -0.03
C -1.7642 -0.6210 0.1342 -0.02 -0.03 0.05
O 0.2711 1.9452 0.1509 -0.09 0.36 0.01
H 1.7775 1.7185 1.5907 -0.07 -0.03 -0.17
H 2.3487 1.8723 -0.0954 -0.15 -0.06 0.09
H 1.5236 0.3885 0.4359 0.04 0.17 0.04
H 1.0226 -2.1828 -1.3045 -0.14 0.05 0.09
H -0.0069 -2.7720 0.1198 0.01 0.13 -0.10
H -0.3634 -0.1889 -1.5085 -0.02 -0.14 0.09
H -2.6900 -0.5730 -0.4527 0.14 0.01 0.07
H -1.8941 -1.3782 0.9150 0.03 0.10 -0.12
H -1.6219 0.3586 0.6030 -0.05 -0.16 -0.06
H 0.2605 2.9037 0.2511 -0.05 -0.14 -0.04
```
Forces are in eV/Å.

For the LUMO energy, the calculation gives 0.88 eV. The energy relative to the best compared isomer or geometry (same formula, charge and spin) comes out at 130.3 kJ/mol. As for the largest force on an atom: 0.443 eV/Å. Its highest occupied orbital energy is -9.4 eV. As for the net charge: 0. The calculation puts the orbital gap at 10.26 eV.

---

Record 2
Below is a molecular structure, C34H51AsBiIN4SSe2Si3, with properties calculated with wB97M-V/def2-TZVPD.

XYZ file:
```
98
Properties=species:S:1:pos:R:3:forces:R:3
Bi 0.0672 0.4968 0.1856 -0.05 0.10 -0.24
C -0.8624 0.5256 3.5727 0.05 0.05 0.12
N 0.4122 1.0260 3.0735 0.08 -0.05 0.13
C 1.5184 0.5602 3.9055 -0.05 -0.04 0.04
C 0.3939 2.4771 2.9913 -0.10 0.06 -0.08
C 1.5787 3.0966 2.2815 -0.04 0.11 0.04
C 1.9149 4.3921 2.6735 0.07 -0.01 0.05
C 2.9886 5.0709 2.1251 0.02 -0.04 -0.04
C 3.7561 4.4549 1.1451 -0.05 0.00 0.04
C 3.4352 3.1742 0.7412 -0.05 -0.11 0.02
C 2.3530 2.4698 1.2946 -0.02 -0.06 -0.12
H -1.0977 0.9345 4.5677 0.01 -0.02 -0.04
H -0.8234 -0.5624 3.6519 0.01 0.09 0.00
H -1.6677 0.8016 2.8872 0.01 0.00 0.03
H 1.3178 0.7362 4.9729 0.02 0.02 -0.04
H 2.4398 1.0769 3.6397 -0.03 -0.03 -0.02
H 1.6743 -0.5083 3.7525 -0.02 -0.04 0.01
H 0.3310 2.9074 4.0029 -0.01 0.07 -0.02
H -0.5243 2.7812 2.4744 -0.03 -0.08 -0.02
H 1.3224 4.8703 3.4476 0.05 -0.04 -0.01
H 3.2297 6.0699 2.4679 -0.01 -0.03 -0.02
H 4.6051 4.9630 0.7041 -0.04 -0.01 0.02
H 4.0269 2.6837 -0.0203 0.01 0.00 0.01
Se -2.5218 4.6637 1.3516 0.20 -0.06 0.05
Se -4.0893 4.2728 -0.2894 -0.09 0.00 -0.09
C -4.5891 2.4473 0.0853 0.10 -0.18 0.05
C -5.9413 2.2065 0.3091 -0.01 0.04 -0.05
C -6.3542 0.9041 0.5396 -0.12 0.07 -0.01
C -5.4056 -0.1023 0.5481 0.02 -0.06 0.01
C -4.0843 0.2446 0.3181 0.10 0.12 -0.04
N -3.6657 1.4902 0.0843 -0.14 0.00 0.01
C -0.9289 4.8085 0.2559 -0.02 -0.08 -0.24
C -0.1798 5.9709 0.3801 -0.03 0.00 -0.03
C 0.9387 6.1205 -0.4261 0.00 0.10 0.09
C 1.2522 5.1227 -1.3292 -0.01 -0.04 -0.09
C 0.4310 4.0067 -1.3880 -0.16 0.06 0.21
N -0.6351 3.8331 -0.5989 0.12 0.04 0.11
H -6.6435 3.0301 0.3061 0.02 -0.05 0.04
H -7.3995 0.6841 0.7222 0.05 0.02 -0.02
H -5.6795 -1.1334 0.7317 0.03 0.03 -0.01
H -3.3163 -0.5201 0.3088 0.03 0.00 0.00
H -0.4828 6.7441 1.0734 0.00 0.00 -0.02
H 1.5426 7.0180 -0.3606 -0.02 -0.05 0.02
H 2.1116 5.2039 -1.9837 -0.06 -0.02 0.02
H 0.6224 3.2127 -2.0956 0.03 -0.04 0.04
I 2.7776 1.3297 -3.1166 0.01 -0.05 -0.06
C 0.8508 1.1851 -3.9486 -0.07 0.02 0.05
C 0.6949 1.0681 -5.3224 -0.02 0.01 -0.02
C -0.6014 0.9783 -5.8058 0.08 0.02 -0.06
C -1.6668 1.0135 -4.9173 -0.05 0.01 0.03
C -1.3934 1.1434 -3.5669 0.13 0.05 0.08
N -0.1449 1.2204 -3.0882 -0.18 -0.05 -0.11
H 1.5514 1.0531 -5.9818 -0.03 0.00 0.02
H -0.7748 0.8952 -6.8718 0.00 -0.02 0.04
H -2.6888 0.9548 -5.2672 0.02 0.01 0.02
H -2.1870 1.2092 -2.8259 0.06 0.00 -0.05
S 3.4234 0.0853 0.7291 0.13 -0.30 -0.04
C 2.1436 1.0666 0.8209 0.06 0.47 0.14
C 0.4954 -2.2034 -3.4455 0.17 0.12 -0.07
Si -0.5010 -2.9244 -2.0429 0.04 0.17 -0.29
C -0.6431 -4.7632 -2.3038 0.01 -0.22 0.19
C -2.2211 -2.2191 -2.0176 -0.19 0.16 0.15
As 0.6106 -2.2017 -0.0527 0.03 -0.45 0.10
Si 2.8051 -3.2447 -0.1837 -0.25 -0.12 -0.06
C 2.4555 -5.0384 -0.5644 -0.07 -0.20 -0.07
C 3.6782 -3.2248 1.4604 0.16 0.28 0.15
C 3.6937 -2.5944 -1.6723 0.20 0.24 -0.03
Si -0.5952 -3.3927 1.6450 -0.06 0.06 0.13
C 0.4648 -3.5307 3.1676 0.23 -0.03 0.05
C -1.1131 -5.0744 1.0428 0.00 -0.14 -0.15
C -2.1515 -2.4638 2.0993 -0.17 0.18 -0.10
H -0.1698 -1.8432 -4.2387 0.06 -0.04 0.06
H 1.1576 -2.9602 -3.8771 -0.05 0.07 0.01
H 1.1143 -1.3646 -3.1155 -0.06 -0.05 -0.08
H -0.6631 -4.9274 -3.3867 -0.03 0.01 0.07
H -1.5668 -5.1651 -1.8823 0.07 0.02 -0.06
H 0.1896 -5.3339 -1.8957 -0.07 -0.01 -0.08
H -2.7901 -2.6606 -2.8440 0.04 0.07 0.06
H -2.2228 -1.1323 -2.1446 -0.03 -0.08 0.05
H -2.7467 -2.4611 -1.0872 0.01 0.02 -0.09
H 1.6055 -5.4389 -0.0117 0.09 -0.05 0.00
H 3.3352 -5.6285 -0.2805 -0.06 0.08 -0.05
H 2.2833 -5.1914 -1.6326 0.01 -0.04 0.09
H 3.5598 -4.1915 1.9565 0.02 0.06 -0.04
H 3.3263 -2.4363 2.1265 0.05 -0.05 -0.01
H 4.7493 -3.0551 1.2980 -0.11 -0.04 0.02
H 3.1020 -2.7839 -2.5702 0.05 0.00 0.04
H 4.6424 -3.1353 -1.7740 -0.09 0.02 0.01
H 3.9104 -1.5292 -1.6197 0.00 0.00 -0.03
H 1.5152 -3.7276 2.9472 -0.08 -0.02 0.07
H 0.0910 -4.3501 3.7910 0.00 0.08 -0.04
H 0.4066 -2.6124 3.7554 0.07 0.00 0.01
H -0.3193 -5.6375 0.5550 -0.05 -0.05 0.04
H -1.9434 -4.9876 0.3379 0.03 -0.04 0.06
H -1.4592 -5.6575 1.9028 -0.01 0.06 -0.05
H -2.0955 -1.3919 1.8922 0.00 -0.12 0.07
H -2.3245 -2.5820 3.1742 -0.04 0.00 -0.08
H -3.0216 -2.8687 1.5731 0.06 0.05 0.03
```
Forces are in eV/Å.

For the LUMO energy (alpha / beta), the calculation gives -2.73 / -3.37 eV. The spin multiplicity is 2. The energy relative to the best compared isomer or geometry (same formula, charge and spin) comes out at 37.1 kJ/mol. As for the largest force on an atom: 0.493 eV/Å. Its highest occupied orbital energy (alpha / beta) is -9.2 / -10.1 eV. As for the net charge: +1. The calculation puts the orbital gap (alpha / beta) at 6.44 / 6.77 eV.

---

Record 3
Below is a molecular structure, C12H18ClN6O4Rh, with properties calculated with wB97M-V/def2-TZVPD.

XYZ file:
```
42
Properties=species:S:1:pos:R:3:forces:R:3
Rh 0.6207 0.1036 -1.1586 -0.81 -0.30 -0.34
N -3.1314 -1.1769 -2.6597 0.10 -0.27 0.02
C -3.6798 0.0365 -2.3492 0.12 0.39 0.13
C -2.6934 0.7435 -1.7231 -0.37 -0.05 -0.08
N -1.5712 -0.0325 -1.6382 0.26 -0.20 -0.02
C -1.8589 -1.1947 -2.2183 -0.36 0.44 0.05
C -0.8355 -2.2106 -2.3295 0.49 -0.31 -0.04
N 0.3903 -1.9394 -1.8921 -0.11 0.26 0.17
C 1.1712 -3.0318 -2.1337 -0.06 -0.31 -0.18
C 0.4008 -3.9890 -2.7300 0.43 0.10 0.11
N -0.8541 -3.4526 -2.8474 -0.23 0.09 0.04
H -3.6223 -1.9183 -3.1339 0.02 -0.03 -0.04
H -4.6895 0.3075 -2.6039 0.00 -0.08 -0.02
H -2.7381 1.7528 -1.3511 0.04 -0.01 -0.01
H 2.2193 -3.0525 -1.8898 -0.02 -0.01 0.01
H 0.6504 -4.9753 -3.0806 -0.08 0.00 -0.01
H -1.6397 -3.9424 -3.2445 -0.06 0.04 -0.03
O 2.7785 2.2275 -0.5519 0.19 0.34 0.14
Cl 2.9652 1.3314 -1.6511 0.24 0.42 0.69
O 4.0934 1.6061 -2.4092 0.43 -0.01 -0.47
O 2.9420 -0.0338 -1.1190 0.13 -0.41 0.14
O 1.7194 1.4022 -2.4694 -0.43 -0.07 -0.22
C 1.7615 0.4640 1.8569 -0.01 0.05 -0.15
C 1.5852 0.9147 3.3793 0.21 0.02 0.40
N 0.2411 1.3991 3.4749 0.07 -0.17 -0.45
C -0.7437 0.3801 3.2675 -0.24 -0.12 0.33
C -0.5749 -0.0603 1.7435 0.08 0.02 -0.05
N 0.5089 0.7176 1.1468 -0.02 -0.02 -0.16
C 0.1829 2.1453 1.1868 0.04 -0.14 0.04
C -0.0038 2.5841 2.7114 -0.10 0.36 0.21
H 2.0089 -0.5941 1.8065 -0.04 -0.01 0.04
H 2.5585 1.0417 1.3991 0.02 0.01 -0.02
H 2.2960 1.6995 3.6311 -0.06 0.04 -0.07
H 1.7327 0.0712 4.0513 -0.06 -0.02 -0.04
H -1.7422 0.7737 3.4480 0.03 0.05 -0.05
H -0.5678 -0.4600 3.9366 0.07 0.01 -0.04
H -1.5024 0.1238 1.2054 0.00 0.02 0.00
H -0.3326 -1.1206 1.6954 0.00 0.00 0.03
H -0.7354 2.3341 0.6327 -0.03 -0.04 0.07
H 0.9943 2.7134 0.7483 0.09 0.04 -0.07
H -1.0140 2.9483 2.8893 0.00 -0.07 -0.01
H 0.7094 3.3634 2.9731 0.05 -0.07 -0.02
```
Forces are in eV/Å.

For the LUMO energy (alpha / beta), the calculation gives -5.78 / -9.68 eV. The spin multiplicity is 5. As for the largest force on an atom: 0.928 eV/Å. Its highest occupied orbital energy (alpha / beta) is -14.8 / -14.8 eV. As for the net charge: +2. The calculation puts the orbital gap (alpha / beta) at 9.04 / 5.12 eV.

---

| no. | E (hartree) |
| --- | --- |
| 1 | -233.595309 |
| 2 | -10362.675712 |
| 3 | -1667.416309 |